1.
A structure of composition C10H22F6LiN3O6S2. Source: the Open Molecules 2025 dataset; level of theory: ωB97M-V/def2-TZVPD.

Atoms and positions in Å:
Li: 36.522143 36.784208 -23.000736
C: 35.514260 37.702592 -19.228400
F: 34.622934 38.330449 -18.495111
F: 36.424664 38.549396 -19.678852
F: 36.099078 36.785266 -18.511333
S: 34.593484 36.940326 -20.706578
O: 33.450210 36.218038 -20.202541
O: 34.321335 37.996349 -21.645246
N: 35.804285 35.966835 -21.401219
S: 35.520403 34.485585 -20.964063
O: 35.609309 34.238628 -19.546342
O: 34.402403 33.905543 -21.649180
C: 37.054970 33.661157 -21.679124
F: 36.975687 33.594946 -23.009088
F: 38.155084 34.364966 -21.363761
F: 37.215394 32.455059 -21.172555
C: 35.736937 36.910893 -26.612343
C: 34.885357 36.038956 -25.706138
C: 35.128181 34.540066 -25.863954
O: 34.744707 34.213420 -27.170509
C: 35.149516 32.927286 -27.578586
N: 35.014135 36.497586 -24.295455
H: 36.806239 36.840879 -26.389839
H: 35.434878 37.958300 -26.587657
H: 35.707588 36.565141 -27.650093
H: 33.860379 36.256504 -26.037408
H: 34.557540 34.019063 -25.084581
H: 36.191306 34.317100 -25.696526
H: 35.053596 32.175478 -26.790224
H: 36.190303 32.944833 -27.926903
H: 34.531216 32.628850 -28.424524
H: 34.536670 37.397479 -24.301240
H: 34.383684 35.879222 -23.774973
C: 38.457837 40.313466 -24.044231
C: 37.759322 38.943472 -23.983284
C: 38.831122 37.858889 -24.039731
O: 38.141296 36.609385 -24.127987
C: 38.991934 35.591198 -24.633710
N: 36.958553 38.841527 -22.743604
H: 39.142969 40.381295 -24.889167
H: 38.961174 40.559561 -23.105169
H: 37.704866 41.106007 -24.093186
H: 37.122592 38.823309 -24.856533
H: 39.512647 37.886148 -23.178660
H: 39.514958 38.046064 -24.873167
H: 39.454137 35.879132 -25.574458
H: 38.444017 34.652555 -24.731763
H: 39.723289 35.308619 -23.866663
H: 37.591395 39.054528 -21.977148
H: 36.249210 39.565584 -22.735357

Force components x, y, z for each atom (eV/Å):
0.0 0.2 -0.2
-0.8 -0.7 -1.1
-0.3 0.6 0.3
0.4 0.5 -0.2
0.4 -0.5 0.4
0.0 -0.7 -0.8
1.3 0.5 0.0
0.5 0.2 0.3
-1.6 1.9 1.4
0.0 -2.4 1.1
0.3 0.2 -0.6
0.2 -0.2 -0.5
-0.1 0.8 0.7
0.0 -0.1 -0.3
0.0 0.2 -0.2
-0.3 -0.3 -0.1
0.9 -0.5 -0.6
-0.2 0.8 -0.4
0.3 0.9 0.4
-0.3 -0.3 0.0
0.2 -0.1 -0.3
-0.7 -0.6 -0.7
-0.1 0.1 0.5
-0.1 0.0 0.1
-0.5 0.1 0.1
-0.1 -0.5 0.1
-0.1 -0.3 -0.2
0.0 0.0 0.0
-0.1 0.1 0.1
0.0 0.0 0.1
-0.1 0.1 0.1
0.1 0.0 0.4
0.2 0.3 0.3
-0.6 0.2 0.1
1.1 1.1 0.5
-0.5 0.1 0.3
0.8 0.2 -0.3
-0.1 -1.0 1.0
0.6 -0.6 -0.7
0.0 0.2 0.1
0.4 -0.4 -0.1
0.0 -0.1 -0.4
-0.2 -0.1 0.0
-0.3 -0.1 0.3
-0.4 -0.3 -0.4
0.1 0.1 0.0
-0.4 0.4 -0.4
0.4 0.4 -0.2
-0.2 -0.1 0.2
-0.2 -0.2 0.1

E_LUMO, eV: 0.0
Calculated total energy, hartree: -2413.0724
Net charge: 0
Max |F|, eV/Å: 2.83
Relative energy (zero: lowest compared OMol25 entry of this formula, charge and spin), kJ/mol: 80.90
Highest occupied orbital energy, hartree: -0.35976
M, g mol⁻¹: 465.36
2S+1: 1


2.
An isolated molecule of C6H10O2. Source: the Open Molecules 2025 dataset; level of theory: ωB97M-V/def2-TZVPD.

Atoms and positions in Å:
C: 1.745441 -1.001884 -0.562462
C: 1.184655 0.349899 -0.091356
C: 0.636048 0.534360 1.240827
C: -0.417263 0.474882 0.144181
C: -1.105646 1.643824 -0.427222
C: -1.306970 -0.749645 0.059871
O: -2.527950 -0.543707 -0.047932
O: -0.802934 -2.015451 0.244678
H: 1.622014 -1.088697 -1.647780
H: 2.798270 -1.343841 -0.338062
H: 1.055520 -1.785090 -0.149470
H: 1.582814 1.169332 -0.677180
H: 0.625991 -0.310035 1.850005
H: 0.689856 1.401184 1.888387
H: -0.673390 2.575562 -0.129426
H: -1.230548 1.488145 -1.541577
H: -2.239650 1.695936 -0.159331
H: -1.636255 -2.494774 0.343848

Force components x, y, z for each atom (eV/Å):
-0.7 -1.3 0.4
-0.4 -0.8 -1.2
-0.9 1.0 0.4
1.8 -2.0 -0.5
-3.2 0.2 -1.2
-1.9 1.5 0.6
2.5 -1.6 0.0
-1.1 1.4 0.0
0.1 0.2 0.1
-1.0 1.1 0.1
1.3 0.6 -0.4
-0.2 0.4 0.4
0.2 -1.6 0.9
0.2 0.4 -0.5
0.5 0.6 -0.3
0.7 0.6 1.0
2.1 -0.2 0.2
0.0 -0.6 0.0

E_LUMO, eV: 0.8
Calculated total energy, hartree: -385.0595
Net charge: 0
Max |F|, eV/Å: 3.39
Relative energy (zero: lowest compared OMol25 entry of this formula, charge and spin), kJ/mol: 112.74
Highest occupied orbital energy, hartree: -0.35223
M, g mol⁻¹: 114.14
SMILES: C[C@@H]1C[C@]1(C)C(=O)O
2S+1: 1


3.
A cluster of 6 separate species, H12O6 in total. Source: the Open Molecules 2025 dataset; level of theory: ωB97M-V/def2-TZVPD.

Atoms and positions in Å:
O: -0.094263 -0.402743 0.791786
H: 0.329588 -1.034536 0.240289
H: -0.928983 -0.541435 0.427878
O: -1.102763 2.572188 1.972514
H: -0.332161 2.066371 2.268500
H: -0.881776 3.485496 2.313956
O: -1.057841 1.864381 -0.577428
H: -1.049961 2.218986 0.363288
H: -0.177869 1.608296 -0.818904
O: 1.289576 1.649005 1.871892
H: 1.671379 2.295648 1.239336
H: 0.988912 0.814933 1.385888
O: 0.740713 -2.927185 -0.819949
H: 1.214668 -3.432776 -0.217789
H: 1.294752 -2.872390 -1.568104
O: -0.786271 -2.121924 -3.084447
H: -0.323648 -2.242549 -2.246961
H: -0.794052 -2.999766 -3.541746

Force components x, y, z for each atom (eV/Å):
1.6 0.0 1.1
1.6 -1.2 -0.6
-3.0 0.7 -0.5
-0.4 2.1 1.2
0.4 -0.1 -0.1
-0.6 -1.5 -0.7
-0.9 0.6 0.5
0.2 -0.4 -1.1
0.6 -0.1 0.1
0.7 -0.8 -0.8
-0.5 -0.9 0.4
0.4 1.5 0.4
-2.0 1.4 -0.3
1.2 -1.5 1.9
1.2 0.1 -1.4
0.1 -0.9 -0.8
-0.5 -0.2 -0.2
0.0 1.2 0.8

E_LUMO, eV: 0.1
Calculated total energy, hartree: -458.6120
Net charge: 0
Max |F|, eV/Å: 3.13
Relative energy (zero: lowest compared OMol25 entry of this formula, charge and spin), kJ/mol: 158.86
Highest occupied orbital energy, hartree: -0.37402
M, g mol⁻¹: 108.09
SMILES: O.O.O.O.O.O
2S+1: 1


4.
A structure of composition C3H10Cl3N2O2W. Source: the Open Molecules 2025 dataset; level of theory: ωB97M-V/def2-TZVPD.

Atoms and positions in Å:
C: 1.924608 1.403786 -0.331337
W: 0.044777 -0.182106 -1.126558
N: -1.350475 -1.701950 -0.436066
N: 0.704355 -0.522319 -3.162283
H: -2.206812 -1.222476 -0.139735
H: 2.259312 0.369283 -0.429715
H: 2.023654 1.713783 0.713307
H: 0.883379 1.680173 -0.655463
H: 2.650951 1.980594 -0.915234
H: -0.042328 -0.530558 -3.857235
H: 1.184479 -1.423800 -3.266052
H: 1.385734 0.181529 -3.481449
H: -1.610533 -2.453809 -1.060355
H: -0.944361 -2.111253 0.420201
Cl: -0.957507 0.231026 4.599397
C: -1.206557 0.764341 2.948162
Cl: -2.956496 0.772855 2.517614
Cl: -0.511802 2.405732 2.721606
C: -0.547947 -0.247457 1.931366
O: -0.302502 -1.400896 2.261780
O: -0.423938 0.293530 0.748039

Force components x, y, z for each atom (eV/Å):
0.7 0.8 -0.4
-0.7 -0.1 2.4
-0.2 -0.1 -0.5
0.7 0.1 -0.7
0.1 -0.1 -0.1
-0.2 -0.4 0.1
-0.4 -0.3 -0.2
0.4 0.2 -0.1
-0.4 0.0 0.0
-0.1 0.0 0.0
-0.1 0.1 0.1
-0.3 -0.2 0.0
-0.1 -0.2 0.0
0.0 0.1 -0.2
-0.2 0.1 -0.3
0.3 0.0 -0.2
0.5 0.0 0.1
-0.3 -0.5 0.1
-0.5 -0.8 1.2
-0.2 1.7 -1.0
0.7 -0.4 -0.3

E_LUMO (spin up / spin down), eV: -4.6 / -4.1
Calculated total energy, hartree: -1827.6343
Net charge: +1
Max |F|, eV/Å: 2.49
Relative energy (zero: lowest compared OMol25 entry of this formula, charge and spin), kJ/mol: 0.00
Highest occupied orbital energy (spin up / spin down), hartree: -0.44427 / -0.41694
M, g mol⁻¹: 396.32
2S+1: 3